[1]
Density functional theory data (ωB97M-V/def2-TZVPD) for one molecule with the formula C5H7IO in a non-equilibrium geometry.

XYZ file:
```
14
Properties=species:S:1:pos:R:3:forces:R:3
C -1.226561 0.385470 -0.841772 -1.06 0.41 -0.96
H -0.282518 1.034376 1.676774 -1.60 -0.79 1.92
O -0.749347 1.632973 -0.294719 0.80 -0.39 1.73
H 0.760346 -2.266175 0.335229 0.97 -1.84 -0.32
H 1.009675 1.984446 1.072075 -1.02 0.40 -1.02
H -1.340528 0.604130 -1.970856 -0.56 -0.30 1.87
H -0.502920 -1.393853 1.280402 0.54 0.09 -0.05
C 0.268455 -1.376808 0.500077 -1.99 1.80 0.63
H -2.246070 -0.008146 -0.330198 2.29 0.99 -1.12
C -0.076156 -0.587248 -0.769263 -0.61 -0.12 1.37
I 3.174587 -0.058685 0.013216 -1.62 0.00 -0.17
H 0.096390 -1.143439 -1.607302 0.69 -1.05 -2.29
C 0.951730 -0.127821 0.140439 0.29 3.09 2.26
C 0.162919 1.320778 0.795897 2.89 -2.30 -3.84
```
Forces are in eV/Å.

Results
- Relative energy (zero: lowest compared OMol25 entry of this formula, charge and spin): 115.88 kJ/mol
- SMILES string: I[C@@]12COC[C@@H]1C2
- Lowest unoccupied orbital energy: 0.276 eV
- Max |F|: 0.1036 Eh/bohr
- HOMO energy: -9.41 eV
- Total energy: -567.5447 Ha

Just the Löwdin charges please, in e? Sure, here they are: -0.16, 0.07, -0.15, 0.07, 0.10, 0.15, 0.12, -0.12, 0.17, -0.28, 0.70, 0.11, -0.69, -0.08

***

[2]
Density functional theory data (ωB97M-V/def2-TZVPD) for one molecule with the formula C20H26ClN3O4.

XYZ file:
```
54
Properties=species:S:1:pos:R:3:forces:R:3
H 2.566377 -0.231522 -0.607025 -0.09 0.15 -0.11
Cl 7.585104 -3.008014 0.645414 0.11 -0.18 0.05
C 2.782105 2.391513 0.977507 -0.37 0.18 0.16
H -2.963156 -1.703162 0.383476 0.03 -0.07 -0.13
H 1.511705 2.203749 2.658580 0.05 0.08 -0.09
N 3.051239 1.764778 -0.189323 0.09 0.07 -0.35
H 0.808352 3.072634 1.302484 0.03 0.01 0.02
O 3.587576 3.131331 1.513709 0.19 0.16 0.31
C -3.298406 -1.512623 -0.642979 0.12 -0.37 0.02
H 1.210474 0.043135 1.494706 -0.03 -0.07 -0.01
C -6.981358 -2.601715 2.052487 0.26 0.33 -0.24
C 0.699969 0.926234 1.105500 -0.12 0.24 -0.08
C -6.689676 -1.206409 1.533503 -0.46 0.10 0.25
H 0.315834 1.806633 -0.826134 -0.02 0.00 0.03
C 5.677043 0.478019 0.873614 0.01 -0.02 -0.06
C 0.745349 0.887255 -0.423557 0.28 -0.34 0.08
C 6.403259 -0.648749 1.209840 0.02 -0.07 -0.01
C -2.093781 -1.364032 -1.563262 -0.08 -0.34 0.08
H 5.141430 -0.165320 -2.398146 -0.05 0.03 -0.11
C 6.672854 -1.597084 0.235242 -0.13 0.17 -0.12
C 2.210307 0.781666 -0.836491 -0.32 -0.37 -0.13
H -2.414978 -1.294114 -2.607236 0.03 -0.08 0.04
H -6.529699 -0.501567 2.357350 -0.04 -0.07 -0.15
H -1.666384 1.829916 -1.679722 -0.07 -0.01 0.10
H 4.838120 2.772600 -0.295806 -0.06 -0.12 -0.18
C -5.199794 -0.133361 0.072472 0.04 0.00 -0.11
H -6.146847 -2.961538 2.648128 0.04 -0.08 0.10
H -3.634996 0.652465 -2.491021 0.01 0.10 0.07
H 6.760947 -0.792480 2.217272 0.05 -0.04 0.08
H -7.512716 -0.827050 0.918287 0.14 -0.03 0.12
H -2.026116 1.382993 0.004380 -0.03 0.07 -0.08
C -2.076314 1.043460 -1.036244 -0.10 0.42 0.01
C -0.004939 -0.340260 -0.927947 0.13 0.34 -0.06
H -7.135727 -3.285875 1.222528 -0.05 -0.10 -0.05
N -4.085678 -0.294125 -0.681477 0.10 -0.09 0.03
C 6.223029 -1.428229 -1.063542 0.08 -0.12 0.08
C 1.398957 2.192048 1.573291 0.03 -0.10 0.12
N -1.323958 -0.189527 -1.197796 -0.31 -0.15 -0.09
O -5.842474 0.888793 0.127530 -0.32 0.25 0.16
H -7.875768 -2.581297 2.667934 -0.09 -0.02 0.07
C 5.494343 -0.296686 -1.385602 0.02 0.12 0.13
C 5.218693 0.667130 -0.425548 0.02 0.00 -0.13
H -1.430196 -2.224908 -1.461558 -0.20 0.11 -0.07
O 0.552851 -1.413998 -1.058345 0.31 -0.25 0.05
H -4.133167 1.702707 -1.150743 0.16 -0.09 -0.11
H -0.327896 0.908734 1.473744 0.01 -0.05 0.03
H 6.437908 -2.174736 -1.811877 0.03 -0.09 -0.04
C -3.540822 0.823422 -1.412857 0.03 0.27 0.01
H 4.309133 2.022143 -1.829157 0.01 -0.01 0.06
H 2.297914 0.922487 -1.920133 0.03 -0.04 0.07
H 5.460948 1.225010 1.622599 -0.02 0.10 0.10
H -3.913087 -2.361279 -0.958537 0.14 0.01 0.03
O -5.504456 -1.264689 0.737651 0.21 -0.13 -0.12
C 4.390582 1.883491 -0.747184 0.15 0.19 0.15
```
Forces are in eV/Å.

Results
- SMILES string: CCOC(=O)N1CCN(C(=O)[C@H]2CCC(=O)N(Cc3ccc(Cl)cc3)C2)CC1
- Lowest unoccupied orbital energy: 0.440 eV
- Max |F|: 0.0103 Eh/bohr
- HOMO energy: -8.95 eV
- Total energy: -1703.2134 Ha

Just the Löwdin charges please, in e? Sure, here they are: 0.13, 0.67, -0.45, 0.14, 0.13, -0.03, 0.13, 0.05, -0.11, 0.14, -0.06, -0.13, -0.22, 0.14, -0.02, -0.21, -0.10, -0.11, 0.11, -0.68, -0.10, 0.13, 0.13, 0.13, 0.13, -0.55, 0.08, 0.13, 0.11, 0.13, 0.13, -0.11, -0.42, 0.08, -0.03, -0.10, -0.08, -0.03, 0.09, 0.08, -0.04, -0.21, 0.13, 0.07, 0.13, 0.11, 0.10, -0.11, 0.13, 0.14, 0.12, 0.13, 0.00, -0.10

***

[3]
Density functional theory data (ωB97M-V/def2-TZVPD) for C16H44AsF6O14S6 as an isolated structure in a non-equilibrium geometry.

XYZ file:
```
87
Properties=species:S:1:pos:R:3:forces:R:3
C 20.080730 -28.642000 -32.673070 -0.58 -0.24 -1.13
O 16.323010 -30.625360 -22.143020 2.33 0.39 -1.22
O 17.710940 -28.782540 -22.971940 1.15 -1.44 -0.44
O 22.571850 -20.537690 -25.209300 0.73 0.40 -1.98
H 18.537550 -29.016260 -34.159040 0.30 -0.24 -0.27
F 21.487190 -30.109100 -27.688900 -0.80 0.67 0.23
O 21.562110 -20.973860 -27.414400 0.56 -0.56 0.38
H 18.188190 -30.559240 -25.217450 -0.03 -0.27 0.02
H 16.375250 -23.068120 -30.822640 -0.49 -0.32 -0.10
H 16.756030 -28.388910 -35.757810 -0.48 0.07 0.10
O 18.368510 -27.093660 -33.659320 -1.12 3.12 -0.24
H 20.749340 -28.912670 -33.490260 0.06 0.63 -0.35
H 17.846160 -23.743110 -31.386410 0.16 -0.37 -0.15
O 16.729010 -25.226230 -34.240200 0.61 -1.46 1.22
S 22.771130 -20.257260 -26.630380 -0.28 -0.74 0.68
H 18.840970 -25.880520 -30.044500 0.34 -0.22 0.11
H 26.659200 -30.333800 -27.528650 -0.16 -0.48 -0.32
F 22.873620 -28.339620 -28.288340 -0.73 0.84 0.21
H 17.583490 -26.973980 -36.339570 0.23 0.34 0.60
O 15.969160 -24.629050 -28.506030 1.64 1.17 -0.48
H 22.313640 -25.290230 -29.960250 0.58 0.03 -0.22
H 16.428420 -24.878010 -31.216290 -0.13 0.30 -0.06
C 28.141890 -33.612490 -24.929660 -1.83 0.69 -0.25
H 19.792990 -22.883330 -28.297660 -0.08 0.99 -0.79
H 15.860800 -26.837360 -36.205270 -0.21 -0.39 0.29
C 22.445260 -26.596650 -33.606230 0.34 0.04 1.32
F 20.574340 -28.456380 -29.399530 0.54 0.30 1.92
H 23.145790 -26.757080 -30.735220 0.04 0.25 0.33
H 19.199260 -27.266670 -21.106750 0.46 -0.67 -0.06
H 20.860340 -23.648970 -29.539660 0.07 0.50 -0.13
H 24.321230 -31.354130 -27.340520 -0.18 -0.27 0.27
S 17.339870 -24.253860 -29.116430 -2.01 -2.81 1.47
C 16.732330 -27.299290 -35.741410 0.06 -0.11 0.79
S 16.814070 -26.655120 -33.997540 0.40 -0.18 -1.89
O 25.508170 -33.867450 -25.056430 0.29 1.03 0.19
C 18.068370 -25.977810 -29.281780 0.05 1.25 -0.98
C 24.661270 -30.645530 -26.585290 1.83 0.14 -1.09
H 28.055800 -34.254220 -25.806520 0.40 -0.36 0.38
H 17.254380 -26.557780 -29.716690 -0.09 -0.01 0.26
H 21.623460 -26.539750 -34.320020 0.28 -0.06 -0.01
H 16.401750 -30.833880 -24.932430 0.20 0.15 -0.03
H 23.103110 -17.980220 -26.532210 -0.28 0.48 -0.16
H 17.547860 -32.097280 -24.398920 0.23 0.05 -0.48
S 22.300380 -25.178940 -32.408320 2.00 0.81 -0.41
F 21.115590 -26.608260 -27.707600 -0.20 -1.01 -0.21
H 19.857750 -28.986740 -23.088040 -0.40 -0.23 0.51
O 26.641750 -32.066010 -26.491510 0.43 -1.78 2.58
C 16.943650 -23.998150 -30.830950 0.68 0.51 -0.11
H 24.355870 -29.684450 -26.999010 -0.14 0.15 0.54
C 19.196390 -27.066470 -22.178200 -0.50 0.07 0.31
S 26.472400 -32.804820 -24.952360 2.46 2.03 0.28
O 24.038680 -20.602860 -27.314620 -2.40 1.24 1.40
H 21.310840 -18.264230 -26.327390 0.22 -0.37 -0.04
H 20.153510 -29.582250 -32.126490 -0.72 0.27 0.62
H 23.454080 -26.489370 -34.004820 -0.27 0.38 -0.34
H 21.837950 -21.237880 -29.386710 -0.53 -0.09 -0.34
C 22.330970 -26.033430 -30.757400 -0.23 0.02 -1.14
H 22.090060 -18.457640 -27.971060 0.00 0.45 0.15
S 17.593540 -30.406670 -22.856740 -0.19 -1.02 0.26
C 21.854650 -21.892050 -28.514990 -0.65 0.37 -1.49
H 28.968140 -32.907250 -25.019370 -0.38 0.09 0.07
H 22.465260 -27.539450 -33.059580 -0.32 0.05 -0.10
H 18.292290 -26.462060 -22.251720 -0.02 0.19 -0.50
H 26.649750 -30.024200 -25.867810 0.25 -0.58 0.63
O 26.494080 -31.785980 -23.860950 -0.71 -2.18 -2.72
C 22.214500 -18.500930 -26.889050 1.41 -1.68 -0.25
H 22.907970 -22.171770 -28.533960 -0.24 -0.60 0.72
H 21.376960 -26.548860 -30.646430 0.00 -0.21 -0.18
H 28.095690 -34.086270 -23.949100 0.36 -0.39 -0.30
H 17.836780 -28.771910 -32.641370 0.22 0.26 0.58
O 23.639580 -24.426040 -32.657180 -2.10 -1.15 0.80
C 19.071090 -28.235600 -23.159170 0.56 1.13 0.79
H 18.464580 -26.421630 -28.368470 -0.17 0.41 0.03
H 20.045110 -26.435750 -22.442730 0.04 -0.10 0.04
C 17.421890 -31.034380 -24.604980 -0.31 0.69 1.86
C 18.640360 -28.391380 -33.271880 0.47 -2.79 0.78
H 24.234660 -30.858770 -25.605170 0.05 0.13 -0.12
F 19.559730 -28.590480 -27.009770 1.26 0.42 -0.96
H 19.284460 -27.753560 -24.113230 -1.07 -0.50 -0.60
H 21.042900 -23.753970 -27.810620 0.60 -0.41 -0.08
H 20.539370 -27.832940 -32.104580 -0.55 -0.15 0.05
O 18.849820 -31.032100 -22.380240 -2.37 1.59 -0.56
C 26.250710 -30.728070 -26.598170 -2.69 1.74 -0.11
F 21.752140 -28.252780 -25.926710 -0.35 -0.14 -2.10
O 15.917230 -27.328290 -33.079070 1.04 0.68 -1.03
C 20.818110 -23.061950 -28.622210 0.93 0.04 1.94
As 21.215660 -28.368670 -27.676250 0.14 -0.99 0.82
```
Forces are in eV/Å.

Results
- Charge: -1
- Lowest unoccupied orbital energy: 1.634 eV
- Max |F|: 0.0731 Eh/bohr
- HOMO energy: -6.82 eV
- Total energy: -6913.4755 Ha

Just the Löwdin charges please, in e? Sure, here they are: -0.04, -0.33, -0.26, -0.31, 0.11, -0.28, -0.28, 0.06, 0.05, 0.06, -0.26, 0.06, 0.05, -0.30, 0.66, 0.03, 0.11, -0.28, 0.07, -0.60, 0.03, 0.05, -0.11, 0.04, 0.06, -0.24, -0.31, 0.06, 0.07, 0.06, 0.08, 0.84, -0.11, 0.66, -0.29, -0.21, -0.05, 0.06, 0.05, 0.04, 0.06, 0.06, 0.06, 0.84, -0.27, 0.11, -0.27, -0.28, 0.05, -0.08, 0.70, -0.31, 0.07, 0.08, 0.05, 0.11, -0.25, 0.06, 0.67, -0.21, 0.07, 0.02, 0.07, 0.11, -0.32, -0.10, 0.10, 0.01, 0.06, 0.11, -0.61, -0.23, 0.04, 0.08, -0.08, -0.28, 0.08, -0.30, 0.11, 0.07, 0.04, -0.33, -0.30, -0.31, -0.28, -0.05, 0.90